ORCA calculation (the ωB97M-V functional and the def2-TZVPD basis) on one molecule with the formula C3H6INS.

```
12
Properties=species:S:1:pos:R:3:forces:R:3
C 0.021049 0.765627 -0.555982 0.146 -1.991 3.517
C 0.315748 -0.497452 0.429250 -0.854 1.306 -1.821
N 1.393984 -1.289936 -0.074177 0.834 -0.915 -0.097
I 1.193522 -2.050719 -2.065967 -0.109 0.180 1.258
C -0.717864 -1.211341 1.213242 -0.225 1.486 1.743
S 0.582214 -0.265933 2.174895 0.124 0.179 0.442
H 0.973456 0.996294 -0.928600 0.979 0.529 -0.995
H -0.456785 1.601877 -0.090365 0.291 0.537 1.069
H -0.732320 0.501492 -1.206338 -1.013 -1.060 -2.231
H 1.574471 -2.052052 0.628856 -0.199 0.638 -1.340
H -1.646344 -0.792783 1.571639 -0.400 0.370 -0.941
H -0.674667 -2.219404 1.524637 0.425 -1.258 -0.606
```
Forces are in eV/Å.

Summary:
charge: 0
HOMO level: -8.9 eV
E_LUMO: -0.0152 Ha
Kohn-Sham gap: 8.5 eV
SMILES string: C[C@]1(NI)CS1
energy relative to the best compared isomer or geometry (same formula, charge and spin): 7.7 kcal/mol
maximum force: 0.0787 Eh/bohr

These are the natural (NBO) partial charges, in e, on atoms 1 to 6: number 1, C, carries -0.604; number 2, C, carries -0.001; number 3, N, carries -0.753; number 4, I, carries 0.213; number 5, C, carries -0.471; number 6, S, carries 0.096

***

ORCA calculation (the ωB97M-V functional and the def2-TZVPD basis) on one molecule with the formula C3H6INS.

```
12
Properties=species:S:1:pos:R:3:forces:R:3
C 0.353457 2.055250 -0.049057 0.557 1.223 -0.104
N -0.047953 0.995728 -0.540788 -1.804 -2.097 0.365
C 0.638593 -0.233514 -0.532847 -2.445 -2.959 -0.712
I 2.684320 -0.227667 0.012954 0.572 -0.163 0.179
C -0.336829 -1.318680 0.543010 1.113 1.146 0.162
S -1.885519 -1.787298 -0.296448 1.003 -1.130 0.118
H -0.345426 2.866098 0.180486 0.273 -0.065 -0.402
H 1.418443 2.172525 0.052268 0.585 0.494 0.824
H 0.515204 -0.763760 -1.566295 0.466 1.068 1.912
H -0.530085 -0.754827 1.501627 0.148 -0.279 -1.214
H 0.133570 -2.308176 0.924639 -0.285 1.722 -1.334
H -2.597771 -0.695676 -0.229552 -0.183 1.040 0.207
```
Forces are in eV/Å.

Summary:
charge: 0
HOMO level: -9.0 eV
E_LUMO: 0.0205 Ha
Kohn-Sham gap: 9.6 eV
SMILES string: C=N[C@@H](I)CS
energy relative to the best compared isomer or geometry (same formula, charge and spin): 6.6 kcal/mol
maximum force: 0.0759 Eh/bohr

These are the natural (NBO) partial charges, in e, on atoms 1 to 6: number 1, C, carries -0.029; number 2, N, carries -0.439; number 3, C, carries -0.209; number 4, I, carries 0.045; number 5, C, carries -0.534; number 6, S, carries -0.017